<P>
{"formula": "C5H15NO", "method": "ωB97M-V/def2-TZVPD", "symbols": ["C", "N", "C", "C", "C", "C", "H", "H", "H", "H", "H", "H", "H", "H", "H", "H", "H", "H", "H", "O", "H", "H"], "coordinates": [[-1.32378, 1.63499, -2.87550], [-0.49582, 1.55476, -1.67688], [-0.09175, 0.26147, -1.18342], [0.97362, 0.31934, -0.06218], [0.55751, 1.29174, 1.07687], [1.28918, -1.09824, 0.39897], [-2.16748, 2.29511, -2.67973], [-1.71688, 0.68065, -3.24390], [-0.78839, 2.06708, -3.72662], [-1.05318, 1.97556, -0.94575], [0.34928, -0.33544, -1.98179], [-0.91880, -0.34695, -0.76026], [1.76576, 0.77548, -0.66982], [0.82056, 2.33312, 0.95653], [1.05449, 0.91845, 1.97384], [-0.48672, 0.98020, 1.12325], [1.70115, -1.72781, -0.38211], [0.42841, -1.55554, 0.89083], [2.00520, -0.88220, 1.19769], [-0.30940, -3.60938, 4.38035], [-1.00494, -3.03498, 4.04861], [-0.58802, -4.49742, 4.14103]], "nbo_charge": [-0.410, -0.633, -0.204, -0.208, -0.627, -0.614, 0.192, 0.178, 0.186, 0.350, 0.188, 0.140, 0.199, 0.228, 0.207, 0.197, 0.216, 0.201, 0.213, -0.935, 0.467, 0.468], "homo_lumo_gap_ev": 9.494, "lumo_ev": 0.793, "smiles": "CNCC(C)C.O", "total_charge": 0}

***

<Q>
{"formula": "C5H15NO", "method": "ωB97M-V/def2-TZVPD", "symbols": ["C", "C", "C", "C", "C", "N", "H", "H", "H", "H", "H", "H", "H", "H", "H", "H", "H", "H", "H", "O", "H", "H"], "coordinates": [[0.22164, -1.07586, 2.31761], [-0.02976, -0.51921, 0.92221], [-1.50067, -0.62873, 0.57332], [0.45583, 0.95592, 0.88835], [-0.07332, 1.81185, -0.26617], [0.27706, 1.33130, -1.62536], [0.08905, -2.16281, 2.30718], [-0.41789, -0.63389, 3.08065], [1.25457, -0.94664, 2.66609], [0.65917, -1.02532, 0.24140], [-1.95214, -1.55789, 0.90988], [-1.53673, -0.58254, -0.52377], [-2.05692, 0.26199, 0.86270], [1.54253, 0.93637, 0.75494], [0.24051, 1.44159, 1.84457], [0.37414, 2.80786, -0.21856], [-1.14362, 2.00594, -0.32636], [0.13696, 0.33838, -1.68940], [1.24222, 1.53077, -1.85445], [0.92042, -1.79887, -3.49201], [1.20584, -0.87610, -3.43201], [0.09111, -1.61411, -3.94080]], "nbo_charge": [-0.600, -0.229, -0.616, -0.406, -0.225, -0.849, 0.206, 0.202, 0.206, 0.199, 0.216, 0.204, 0.210, 0.199, 0.203, 0.194, 0.190, 0.345, 0.349, -0.923, 0.461, 0.464], "homo_lumo_gap_ev": 10.248, "lumo_ev": 0.853, "smiles": "CC(C)CCN.O", "total_charge": 0}

***

<R>
{"formula": "C5H15NO", "method": "ωB97M-V/def2-TZVPD", "symbols": ["C", "N", "C", "C", "C", "C", "H", "H", "H", "H", "H", "H", "H", "H", "H", "H", "H", "H", "H", "O", "H", "H"], "coordinates": [[0.89813, 2.48626, 0.47287], [-0.15141, 1.38208, 0.72576], [0.13658, -0.04468, 0.26542], [-1.09660, -0.96379, 0.47443], [-1.49101, -1.07447, 1.98112], [-0.79731, -2.38856, -0.10573], [1.92717, 2.10332, 0.92510], [0.99268, 2.49400, -0.64386], [0.64458, 3.51699, 0.78940], [-0.86757, 1.50258, -0.02679], [0.37342, 0.02650, -0.73877], [1.01790, -0.45038, 0.85011], [-1.98932, -0.58391, 0.04815], [-2.55771, -1.40479, 1.95645], [-0.91914, -1.88036, 2.53832], [-1.40236, -0.02284, 2.40741], [-0.17043, -2.19683, -1.03624], [-0.26371, -2.98534, 0.70389], [-1.73459, -2.97767, -0.49231], [1.90912, 0.53881, -3.05795], [2.49791, 0.01901, -2.56728], [2.33945, 0.76608, -3.85890]], "nbo_charge": [-0.425, -0.636, -0.220, -0.231, -0.621, -0.616, 0.192, 0.182, 0.211, 0.335, 0.176, 0.181, 0.196, 0.202, 0.198, 0.241, 0.209, 0.209, 0.217, -0.936, 0.468, 0.469], "homo_lumo_gap_ev": 9.481, "lumo_ev": 0.750, "smiles": "CNCC(C)C.O", "total_charge": 0}

***

<S>
{"formula": "C5H15NO", "method": "ωB97M-V/def2-TZVPD", "symbols": ["C", "C", "C", "C", "C", "N", "H", "H", "H", "H", "H", "H", "H", "H", "H", "H", "H", "H", "H", "O", "H", "H"], "coordinates": [[-0.48664, -0.54505, -2.19714], [-0.10352, 0.57329, -1.21580], [1.18124, 0.18825, -0.49936], [1.11992, -1.11687, 0.30821], [-0.15381, -1.42775, 1.08307], [-0.56642, -0.37151, 2.06587], [-0.78151, -1.46342, -1.71479], [-1.25481, -0.29268, -2.93540], [0.38318, -0.81850, -2.77355], [-0.85601, 0.70511, -0.44665], [0.01267, 1.45409, -1.82918], [2.02513, 0.21722, -1.19419], [1.48951, 0.98110, 0.18913], [1.16082, -1.92117, -0.43199], [2.00895, -1.28297, 0.90212], [-0.96000, -1.52073, 0.35436], [-0.06816, -2.32605, 1.69019], [-1.40222, -0.70731, 2.52582], [-0.85516, 0.41178, 1.49558], [-0.40005, 2.79033, 1.48413], [-0.20158, 3.71552, 1.30020], [-1.29154, 2.75730, 1.83939]], "nbo_charge": [-0.612, -0.396, -0.404, -0.412, -0.218, -0.829, 0.198, 0.207, 0.199, 0.190, 0.208, 0.201, 0.214, 0.196, 0.213, 0.160, 0.195, 0.344, 0.343, -0.942, 0.475, 0.471], "homo_lumo_gap_ev": 9.812, "lumo_ev": 0.738, "smiles": "CCCCCN.O", "total_charge": 0}

***

Which of them is least stable? Easy: <R>.

***

<P>
{"formula": "C5H15NO", "method": "ωB97M-V/def2-TZVPD", "symbols": ["C", "C", "N", "C", "C", "C", "H", "H", "H", "H", "H", "H", "H", "H", "H", "H", "H", "H", "H", "O", "H", "H"], "coordinates": [[0.39845, 3.01426, 0.86149], [0.08858, 1.55045, 1.15948], [-1.18569, 1.01199, 0.53177], [-1.07571, 0.25588, -0.72104], [-2.49609, -0.09833, -1.16384], [-0.13570, -0.93699, -0.65786], [0.54282, 3.09819, -0.22072], [1.46323, 3.13836, 1.12847], [-0.12849, 3.84670, 1.30767], [0.86844, 0.89741, 0.79412], [-0.11118, 1.44793, 2.22292], [-1.66432, 0.64207, 1.32367], [-0.65536, 0.97009, -1.43696], [-2.47641, -0.44404, -2.20090], [-2.78050, -1.03337, -0.66294], [-3.14940, 0.73911, -0.95618], [-0.24291, -1.67532, 0.13065], [-0.31784, -1.53125, -1.57037], [0.90292, -0.61058, -0.67929], [3.65316, -4.05510, 0.10176], [2.81036, -3.58398, 0.23420], [3.61962, -4.18419, -0.84310]], "nbo_charge": [-0.626, -0.214, -0.656, -0.045, -0.609, -0.639, 0.204, 0.203, 0.219, 0.177, 0.185, 0.360, 0.183, 0.207, 0.199, 0.229, 0.208, 0.208, 0.206, -0.927, 0.464, 0.463], "homo_lumo_gap_ev": 9.151, "lumo_ev": 0.659, "smiles": "CCNC(C)C.O", "total_charge": 0}

***

<Q>
{"formula": "C5H15NO", "method": "ωB97M-V/def2-TZVPD", "symbols": ["C", "C", "N", "C", "C", "C", "H", "H", "H", "H", "H", "H", "H", "H", "H", "H", "H", "H", "H", "O", "H", "H"], "coordinates": [[1.75416, -1.24030, 0.75169], [0.57752, -0.41158, 0.11337], [-0.63262, -0.54706, 0.93236], [-1.32763, 0.68463, 1.20609], [-2.15622, 1.39302, 0.11543], [-2.10534, 0.66832, 2.53583], [1.34434, -1.36514, 1.75260], [2.06184, -2.07150, 0.12600], [2.64212, -0.60935, 0.85624], [0.26704, -0.79920, -0.86960], [0.91977, 0.59175, -0.10464], [-1.26752, -1.24689, 0.60904], [-0.52727, 1.40784, 1.43711], [-2.92365, 0.85125, -0.44878], [-1.53789, 1.73554, -0.72885], [-2.60134, 2.28259, 0.55529], [-1.65307, -0.05785, 3.20775], [-3.09083, 0.18963, 2.37981], [-2.23624, 1.66933, 2.92991], [3.82348, -0.96776, -5.66047], [4.29441, -1.78629, -5.50147], [4.37492, -0.37099, -6.19472]], "nbo_charge": [-0.638, -0.221, -0.646, -0.039, -0.639, -0.614, 0.233, 0.211, 0.199, 0.178, 0.196, 0.359, 0.175, 0.206, 0.205, 0.210, 0.222, 0.192, 0.210, -0.947, 0.473, 0.474], "homo_lumo_gap_ev": 9.519, "lumo_ev": 0.992, "smiles": "CCNC(C)C.O", "total_charge": 0}

***

Which of them is least stable? Easy: <Q>.

***

<P>
{"formula": "C5H12N2Si", "method": "ωB97M-V/def2-TZVPD", "symbols": ["C", "C", "C", "C", "C", "N", "N", "Si", "H", "H", "H", "H", "H", "H", "H", "H", "H", "H", "H", "H"], "coordinates": [[-0.94151, 1.65771, -1.66893], [-1.67916, -0.05740, 1.45256], [-0.16988, -1.99670, -0.72737], [1.41440, -0.26383, 1.53919], [-0.22223, 1.19017, -0.57521], [-1.41659, 1.89399, -2.70007], [1.48865, 0.73040, -1.51796], [-0.18652, -0.48928, 0.36887], [-1.71336, -0.43595, 2.48817], [-1.62841, 0.97401, 1.62110], [-2.79491, -0.25768, 1.14071], [-0.79385, -1.79470, -1.62932], [0.89013, -2.09940, -0.92017], [-0.59505, -2.89560, -0.32276], [2.24987, -0.79057, 1.08486], [1.63508, 0.76824, 1.47994], [1.25192, -0.43688, 2.59411], [0.08658, 2.05037, 0.09728], [1.16090, 0.63536, -2.42441], [1.96395, 1.61774, -1.38059]], "nbo_charge": [0.219, -1.137, -1.127, -1.042, -0.559, -0.312, -0.822, 1.648, 0.241, 0.226, 0.249, 0.255, 0.256, 0.254, 0.240, 0.222, 0.234, 0.257, 0.346, 0.353], "homo_lumo_gap_ev": 10.071, "lumo_ev": 0.163, "total_charge": 0}

***

<Q>
{"formula": "C5H12N2Si", "method": "ωB97M-V/def2-TZVPD", "symbols": ["C", "C", "C", "C", "C", "N", "N", "Si", "H", "H", "H", "H", "H", "H", "H", "H", "H", "H", "H", "H"], "coordinates": [[0.68534, 0.66647, -2.16974], [-0.20237, 2.84639, -0.51793], [-0.96055, -2.00042, -0.63621], [-0.99150, 0.15077, 1.63919], [1.70801, -1.23385, 0.86355], [1.05256, 0.72194, -3.26636], [0.28047, 0.61897, -0.96400], [0.02180, -0.60737, 0.22177], [-1.18067, 2.84522, -0.95676], [-0.11997, 2.79954, 0.54886], [0.61580, 3.23633, -1.08785], [-1.21785, -2.80142, 0.04719], [-1.88286, -1.61663, -1.06272], [-0.38302, -2.42795, -1.45059], [-1.17687, -0.60180, 2.39903], [-0.47076, 0.97282, 2.11960], [-1.95575, 0.51473, 1.29769], [2.09414, -2.03392, 0.23825], [2.44833, -0.43768, 0.85864], [1.63573, -1.61214, 1.87839]], "nbo_charge": [0.397, -0.203, -1.104, -1.105, -1.111, -0.446, -0.950, 1.769, 0.204, 0.196, 0.208, 0.235, 0.239, 0.245, 0.242, 0.228, 0.236, 0.242, 0.242, 0.235], "homo_lumo_gap_ev": [7.233, 7.234], "lumo_ev": [-1.579, -1.578], "total_charge": 0}

***

Which of them is least stable? Easy: <P>.